1.
Below is a single C6H9P molecule, with properties calculated with ωB97M-V/def2-TZVPD.

Summary:
total charge: 0
total energy: -575.20858 Ha
HOMO level (spin up / spin down): -7.492 / -7.680 eV
ΔE to the lowest compared entry with this formula, charge and spin: 81.27 kcal/mol
frontier orbital gap (spin up / spin down): 6.877 / 6.583 eV

The geometry in XYZ format:
```
16
C6H9P ωB97M-V/def2-TZVPD
C -0.4112 0.4141 -0.1645
C -0.5496 0.4194 2.2649
C -0.3265 -0.2029 1.1302
C 0.5056 0.2348 -1.2278
C -0.1644 -1.7146 1.0286
C 0.5116 1.1838 -2.3680
P 1.9084 -0.7785 -0.7729
H -1.1434 1.2422 -0.3431
H -0.4631 -0.0304 3.3392
H -0.6930 1.5063 2.3810
H -1.1083 -2.2525 0.8845
H 0.1865 -2.0823 1.9453
H 0.4575 -2.1221 0.2210
H 0.1498 0.6590 -3.2703
H 1.4850 1.6738 -2.7117
H -0.3450 1.8498 -2.3365
```

Atomic partial charges in e from the Löwdin method, atoms 1 to 6: number 1, C, carries -0.1302; number 2, C, carries 0.0339; number 3, C, carries -0.4395; number 4, C, carries -0.6601; number 5, C, carries -0.1310; number 6, C, carries -0.1699

2.
Below is 2 unconnected molecules or ions with the total composition C6H9PS, with properties calculated with ωB97M-V/def2-TZVPD.

Summary:
total charge: 0
total energy: -973.44554 Ha
HOMO level: -7.780 eV
ΔE to the lowest compared entry with this formula, charge and spin: 39.64 kcal/mol
frontier orbital gap: 7.859 eV

The geometry in XYZ format:
```
17
C6H9PS ωB97M-V/def2-TZVPD
C 1.1973 -2.0751 1.4389
C 1.1494 -1.1814 0.2928
C -0.0039 -2.2546 1.9964
C -0.1517 -0.8397 -0.0444
C 0.8077 1.1625 -1.7593
C -1.9906 1.9727 -0.1601
P -0.6864 0.1679 -1.4886
S -1.2786 -1.5093 1.1421
H 2.1260 -2.3856 1.7825
H 1.9929 -0.9232 -0.3185
H -0.1769 -2.7019 2.9007
H 0.5298 1.9301 -2.6827
H 1.6390 0.4763 -1.9040
H 1.0852 1.6146 -0.7871
H -2.9808 1.5580 -0.0790
H -1.7074 2.6715 -1.0108
H -1.5512 2.3171 0.6811
```

Atomic partial charges in e from the Löwdin method, atoms 1 to 6: number 1, C, carries -0.1847; number 2, C, carries -0.1873; number 3, C, carries -0.4470; number 4, C, carries -0.7911; number 5, C, carries -0.4171; number 6, C, carries -0.0586

3.
Below is 2 unconnected molecules or ions with the total composition C6HClF5NO2, with properties calculated with ωB97M-V/def2-TZVPD.

Summary:
total charge: 0
total energy: -1393.69842 Ha
HOMO level: -9.781 eV
frontier orbital gap: 8.934 eV

The geometry in XYZ format:
```
16
C6HClF5NO2 ωB97M-V/def2-TZVPD
O -1.5530 -1.0435 1.7011
N -1.4914 -1.4120 0.5703
O -2.3660 -1.8363 -0.1042
C -0.2418 -1.3633 -0.1288
F -0.2144 -2.0616 -1.2978
C 0.9017 -0.7346 0.2245
F 1.9441 -1.0715 -0.4793
C 1.1318 0.2705 1.3184
C 0.2365 1.1060 1.8919
F -0.9496 1.4012 1.5138
F 0.4917 1.7709 3.0108
H 2.2346 0.1988 1.6203
F 0.6012 2.2703 -0.9337
C 0.1351 1.5312 -1.9146
C -0.0748 0.9364 -2.9386
Cl -0.7855 0.0375 -4.0541
```

Atomic partial charges in e from the Löwdin method, atoms 1 to 6: number 1, O, carries 0.1105; number 2, N, carries -0.3722; number 3, O, carries 0.1410; number 4, C, carries -0.1371; number 5, F, carries 0.0953; number 6, C, carries -0.2176